Record 1
Density functional theory data (wB97M-V/def2-TZVPD) for a 12-piece molecular cluster, C22H68N4O22 overall at a distorted geometry.

```
116
Properties=species:S:1:pos:R:3:mulliken_charge:R:1
C 3.064 -1.217 5.393 -0.230
C 3.587 -0.371 4.233 -0.585
O 2.776 -0.493 3.109 0.149
O 3.494 -2.579 5.259 -0.561
H 1.986 -1.076 5.476 0.039
H 3.452 -0.839 6.339 0.365
H 4.519 -0.749 3.813 0.370
H 3.681 0.702 4.406 0.262
H 2.528 -1.419 3.051 0.184
H 4.335 -2.728 4.820 0.373
C -1.891 3.917 -4.095 0.464
C -3.334 4.494 -3.709 -0.500
O -3.466 5.916 -4.001 -0.526
O -1.656 3.928 -5.447 -0.654
H -1.769 2.899 -3.725 -0.118
H -1.060 4.463 -3.649 0.162
H -3.496 4.249 -2.659 0.118
H -4.065 3.808 -4.137 0.352
H -4.032 6.018 -4.770 0.317
H -1.433 3.038 -5.728 0.442
C 0.290 2.307 4.146 0.126
C 1.644 2.904 4.493 -0.911
O 1.977 2.903 5.821 -0.534
O 0.310 0.836 4.317 -0.472
H 0.094 2.479 3.088 -0.125
H -0.465 2.852 4.712 0.520
H 1.590 3.972 4.283 0.538
H 2.414 2.605 3.783 0.277
H 1.418 3.556 6.250 0.350
H 1.083 0.488 3.868 -0.049
C -4.142 -2.155 -0.085 -1.129
C -2.940 -2.919 -0.638 0.427
O -2.037 -3.478 0.327 -0.570
O -3.855 -0.966 0.660 -0.308
H -4.702 -2.853 0.538 0.279
H -4.858 -1.854 -0.850 0.535
H -2.443 -2.203 -1.292 -0.211
H -3.386 -3.679 -1.279 0.433
H -1.755 -2.721 0.846 0.042
H -4.000 -0.196 0.105 0.098
C 2.069 2.386 -3.444 0.634
C 2.934 3.445 -2.666 -0.605
O 4.285 3.460 -3.139 -0.578
O 1.952 2.702 -4.883 -0.626
H 1.030 2.423 -3.116 -0.234
H 2.308 1.349 -3.210 0.106
H 3.027 3.156 -1.620 0.234
H 2.496 4.407 -2.935 0.393
H 4.186 3.870 -4.001 0.333
H 1.335 2.159 -5.379 0.327
C -2.915 -0.415 3.656 0.043
C -2.918 0.989 3.156 0.574
O -3.414 1.773 4.240 -0.654
O -4.204 -0.941 3.603 -0.697
H -2.524 -0.363 4.672 0.539
H -2.293 -1.116 3.099 -0.192
H -3.520 1.171 2.266 0.041
H -1.912 1.332 2.914 -0.366
H -2.901 1.611 5.035 0.354
H -4.560 -0.963 2.712 0.352
C -0.133 -4.804 -2.387 0.451
C -1.126 -5.758 -3.140 -0.625
O -0.682 -7.119 -2.942 -0.544
O 1.130 -4.861 -3.043 -0.585
H -0.016 -5.138 -1.357 0.274
H -0.519 -3.786 -2.329 -0.276
H -1.036 -5.669 -4.223 0.371
H -2.139 -5.667 -2.748 0.274
H 0.131 -7.028 -3.444 0.326
H 1.834 -5.151 -2.458 0.333
C 0.231 -0.025 0.357 0.686
C 0.234 -0.374 -1.149 -0.026
O -0.816 0.370 -1.870 -0.023
O -0.790 -0.792 1.076 1.327
H 0.276 1.058 0.475 0.208
H 1.188 -0.315 0.791 -0.433
H 0.211 -1.442 -1.366 0.032
H 1.226 -0.123 -1.526 -0.780
H -0.941 1.214 -1.430 -0.511
H -1.600 -0.570 0.612 -0.512
C 0.253 -2.812 3.226 0.789
C 1.229 -3.290 2.077 -0.521
O 2.569 -3.079 2.513 -0.608
O 0.301 -3.741 4.339 -0.638
H -0.785 -3.016 2.966 0.432
H 0.468 -1.802 3.577 -0.367
H 0.889 -2.956 1.097 -0.194
H 1.107 -4.364 1.937 0.510
H 2.752 -3.651 3.262 0.337
H 0.010 -3.198 5.075 0.375
C 4.468 0.808 -0.086 -0.601
C 4.079 -0.593 -0.703 -0.534
O 3.445 -1.430 0.117 -0.222
O 3.381 1.400 0.591 -0.442
H 5.005 1.345 -0.868 0.506
H 5.269 0.632 0.632 0.282
H 4.940 -1.076 -1.164 0.568
H 3.353 -0.355 -1.480 0.138
H 3.649 -2.304 -0.223 0.223
H 3.033 0.683 1.127 -0.027
C -1.741 3.046 -0.261 0.340
O -0.879 2.910 -1.079 -0.514
N -1.736 3.969 0.606 -0.365
N -2.800 2.203 -0.210 -0.175
H -2.380 3.917 1.382 0.131
H -1.001 4.660 0.659 0.290
H -3.568 2.505 0.372 0.259
H -2.908 1.745 -1.104 0.212
C -0.793 0.205 -5.467 0.779
O -0.440 1.408 -5.366 -0.776
N -0.924 -0.415 -6.629 -0.439
N -0.917 -0.591 -4.441 -0.038
H -0.835 0.105 -7.490 0.265
H -1.195 -1.379 -6.766 0.132
H -0.950 -1.581 -4.639 0.134
H -0.928 -0.197 -3.511 0.073
```

Properties
HOMO: -9.05 eV
energy above the lowest of the compared OMol25 structures with the same formula, charge and spin: 57.50 kcal/mol
E_tot: -2753.122956 Eh
2S+1: 1
SMILES string: NC(N)=O.NC(N)=O.OCCO.OCCO.OCCO.OCCO.OCCO.OCCO.OCCO.OCCO.OCCO.OCCO

***

Record 2
Density functional theory data (wB97M-V/def2-TZVPD) for C22H69AgBF4N15O11 as an isolated structure at a distorted geometry.

```
123
Properties=species:S:1:pos:R:3:mulliken_charge:R:1
Ag -0.155 -0.426 0.523 1.695
B -0.691 -0.616 -2.877 -0.382
F -0.754 0.611 -3.535 -0.363
F -1.063 -0.498 -1.568 0.603
F -1.535 -1.478 -3.520 -0.414
F 0.571 -1.206 -2.876 -0.259
C -0.362 6.377 0.707 -1.684
C -0.579 5.320 -0.349 0.626
C -0.071 5.747 -1.748 -1.058
O -0.592 4.846 -2.713 -0.238
C -0.055 5.066 -4.032 -0.951
N 0.031 4.029 0.000 0.139
H -0.781 7.325 0.369 0.452
H 0.690 6.631 0.833 0.342
H -0.790 6.029 1.647 0.347
H -1.638 5.211 -0.587 0.223
H 1.012 5.852 -1.799 0.386
H -0.393 6.773 -1.922 0.547
H -0.020 4.088 -4.513 0.261
H 0.952 5.460 -4.166 0.386
H -0.791 5.678 -4.555 0.294
H 0.239 3.618 -0.899 -0.244
H 0.987 4.168 0.296 0.263
C -3.298 2.707 1.938 -1.594
C -2.353 1.561 2.093 0.529
C -3.095 0.194 2.012 -0.985
O -2.093 -0.779 2.084 -0.111
C -2.604 -2.091 1.888 -0.305
N -1.442 1.735 0.958 0.766
H -3.966 2.630 1.079 0.286
H -2.735 3.633 2.052 0.318
H -4.011 2.777 2.759 0.503
H -1.854 1.653 3.058 0.334
H -3.717 0.249 1.119 0.212
H -3.858 0.190 2.791 0.442
H -2.662 -2.395 0.843 0.019
H -3.529 -2.251 2.441 0.560
H -1.917 -2.818 2.321 -0.403
H -1.881 1.940 0.072 -0.265
H -0.996 2.592 1.252 -0.261
C 2.464 -3.052 1.096 -1.258
C 1.183 -3.692 0.638 0.527
C 0.280 -4.272 1.826 -1.061
O -0.897 -4.873 1.447 -0.030
C -1.352 -5.717 2.502 -0.957
N 0.540 -2.675 -0.186 0.443
H 3.110 -3.773 1.598 0.593
H 2.232 -2.247 1.793 -0.169
H 3.038 -2.584 0.296 0.229
H 1.407 -4.509 -0.049 0.322
H 0.106 -3.538 2.613 0.292
H 0.954 -4.898 2.411 0.490
H -0.585 -6.367 2.923 0.360
H -2.207 -6.356 2.280 0.311
H -1.746 -5.134 3.334 0.325
H 1.152 -2.375 -0.931 -0.022
H -0.312 -3.078 -0.549 -0.425
C -2.714 -5.467 -1.270 -1.026
C -1.698 -4.619 -1.994 -0.125
O -1.897 -3.254 -1.574 -0.235
H -2.689 -6.538 -1.472 0.404
H -3.710 -5.051 -1.420 0.250
H -2.631 -5.391 -0.186 0.022
H -1.830 -4.783 -3.063 0.438
H -0.697 -4.996 -1.780 0.206
H -1.833 -2.699 -2.354 0.174
C 3.894 -2.505 -2.946 -0.460
C 3.752 -2.842 -4.422 -0.483
O 4.957 -2.664 -5.090 -0.535
H 4.103 -1.462 -2.711 0.203
H 4.628 -3.171 -2.491 0.457
H 2.933 -2.680 -2.462 -0.108
H 2.930 -2.284 -4.870 0.279
H 3.339 -3.843 -4.550 0.296
H 5.639 -3.232 -4.723 0.320
C 0.993 -0.323 3.722 0.340
O 0.979 0.314 2.666 -0.254
N 1.920 -0.218 4.623 -0.414
N 0.084 -1.081 4.182 -0.236
H 1.975 -0.927 5.341 0.127
H 2.686 0.433 4.529 0.131
H 0.320 -1.719 4.929 0.221
H -0.766 -1.276 3.672 -0.118
C -3.511 2.365 -1.815 0.668
O -4.343 3.209 -1.649 -0.758
N -2.260 2.581 -1.896 -0.070
N -3.685 1.097 -1.893 -0.064
H -2.053 3.569 -1.926 -0.302
H -1.600 1.896 -2.236 0.120
H -2.906 0.512 -2.159 0.125
H -4.629 0.773 -1.738 0.032
C -6.102 -2.914 -1.286 0.548
O -6.067 -4.089 -1.365 -0.658
N -7.150 -2.284 -1.610 -0.395
N -5.130 -2.069 -1.059 -0.108
H -7.938 -2.906 -1.725 0.272
H -7.122 -1.306 -1.361 0.148
H -4.249 -2.535 -0.896 -0.076
H -5.272 -1.076 -1.174 0.125
C 2.032 1.763 -1.232 0.394
O 1.905 0.722 -0.654 -0.383
N 2.765 2.802 -0.960 -0.212
N 1.348 1.985 -2.314 -0.250
H 3.426 2.785 -0.197 -0.049
H 2.695 3.637 -1.524 0.100
H 0.671 1.276 -2.558 -0.057
H 1.781 2.661 -2.926 0.153
C 5.625 -0.007 1.977 0.463
O 6.744 -0.098 2.411 -0.731
N 4.633 -0.547 2.596 -0.101
N 5.256 0.688 0.944 -0.118
H 4.900 -1.206 3.314 0.213
H 3.695 -0.239 2.383 -0.060
H 5.931 1.111 0.324 0.224
H 4.419 0.419 0.447 -0.044
C 4.076 3.648 2.441 0.717
O 3.771 4.280 1.423 -0.739
N 5.250 3.629 2.899 -0.366
N 3.337 2.861 3.180 -0.206
H 5.448 2.979 3.647 0.114
H 5.963 4.206 2.478 0.235
H 3.740 2.373 3.967 0.158
H 2.369 2.741 2.920 0.078
```

Properties
HOMO: -8.04 eV
E_tot: -3100.183276 Eh
2S+1: 1

***

Record 3
Density functional theory data (wB97M-V/def2-TZVPD) for C22H6F15GeN2NiO3S as an isolated structure.

```
51
Properties=species:S:1:pos:R:3:mulliken_charge:R:1
Ni 0.272 0.217 1.076 -0.457
N 2.012 -0.568 0.708 -0.155
C 3.058 0.459 0.942 -0.044
C 2.436 1.866 0.863 0.471
O 3.129 2.843 0.589 -0.771
N 1.146 1.815 1.194 0.473
C 0.257 2.955 1.167 -0.398
C -1.169 2.446 0.912 0.405
O -2.073 3.221 0.675 -0.707
O -1.316 1.145 1.006 -0.549
H 2.226 -1.466 1.129 0.001
H 1.914 -0.749 -0.289 0.359
H 3.900 0.369 0.256 0.381
H 3.430 0.334 1.960 -0.178
H 0.549 3.713 0.440 0.362
H 0.229 3.441 2.150 0.215
F -2.515 -4.203 2.637 -0.336
C -2.620 -3.605 3.832 0.257
C -1.585 -2.809 4.291 -1.066
C -1.737 -2.275 5.556 0.820
F -0.763 -1.546 6.120 -0.300
C -2.873 -2.488 6.321 0.033
F -2.988 -1.955 7.542 -0.307
C -3.892 -3.275 5.820 0.738
F -4.988 -3.495 6.548 -0.315
C -3.766 -3.847 4.566 0.072
F -4.740 -4.628 4.092 -0.306
Ge -0.070 -2.503 3.055 1.524
S -0.788 -1.809 1.159 -0.428
C 0.834 -4.281 2.967 -0.504
C 0.676 -5.265 3.928 0.559
F -0.044 -5.033 5.038 -0.329
C 1.250 -6.521 3.825 0.012
F 1.061 -7.442 4.776 -0.301
C 2.035 -6.820 2.728 0.757
F 2.600 -8.023 2.613 -0.311
C 2.244 -5.857 1.758 -0.107
F 3.028 -6.129 0.710 -0.307
C 1.650 -4.616 1.899 0.297
F 1.945 -3.706 0.956 -0.337
C 1.223 -1.260 3.897 -0.608
C 2.569 -1.511 4.093 1.076
F 3.102 -2.713 3.799 -0.317
C 3.446 -0.553 4.575 -0.006
F 4.743 -0.836 4.746 -0.345
C 2.972 0.713 4.871 0.859
F 3.805 1.645 5.330 -0.339
C 1.631 1.003 4.692 0.170
F 1.173 2.219 4.981 -0.359
C 0.785 0.017 4.219 0.174
F -0.506 0.326 4.086 -0.530
```

Properties
HOMO (alpha / beta): -5.70 / -5.70 eV
energy above the lowest of the compared OMol25 structures with the same formula, charge and spin: 0.00 kcal/mol
E_tot: -6658.742072 Eh
2S+1: 1
total charge: -1

***

Record 4
Density functional theory data (wB97M-V/def2-TZVPD) for a 12-piece molecular cluster, C22H70N2O12 overall at a distorted geometry.

```
106
Properties=species:S:1:pos:R:3:mulliken_charge:R:1
C 3.369 -1.141 4.939 -1.474
C 3.823 -0.099 3.946 0.369
C 2.930 -0.004 2.708 -0.628
O 3.813 1.139 4.642 -0.569
H 2.406 -0.869 5.373 0.329
H 4.083 -1.229 5.759 0.372
H 3.263 -2.124 4.475 0.368
H 4.806 -0.339 3.520 0.274
H 3.457 0.588 1.952 0.441
H 1.931 0.399 2.863 -0.296
H 2.834 -0.997 2.253 0.356
H 4.334 1.816 4.200 0.344
C 0.546 0.805 0.197 -0.405
C 0.069 -0.419 -0.536 1.825
C 1.101 -0.994 -1.509 -0.855
O -0.221 -1.430 0.435 -0.258
H 0.782 1.650 -0.453 -0.010
H 1.458 0.569 0.749 -0.569
H -0.222 1.153 0.891 0.489
H -0.808 -0.219 -1.165 -0.683
H 0.832 -1.945 -1.976 0.407
H 2.006 -1.250 -0.951 -0.165
H 1.320 -0.309 -2.330 0.250
H -0.557 -2.186 -0.081 -0.024
C -1.488 6.466 2.896 -1.404
C -0.563 6.041 1.763 0.519
C -0.119 4.592 1.923 -0.640
O 0.460 4.504 3.205 -0.384
C 1.042 3.250 3.469 -0.560
N -1.284 6.234 0.486 -0.674
H -1.746 7.525 2.853 0.403
H -0.987 6.331 3.859 0.337
H -2.397 5.865 2.943 0.291
H 0.323 6.691 1.740 0.219
H 0.577 4.242 1.151 0.416
H -1.036 3.991 1.806 0.254
H 1.420 3.343 4.486 0.328
H 1.924 3.056 2.849 0.284
H 0.353 2.406 3.397 0.179
H -0.739 5.810 -0.274 0.254
H -1.372 7.223 0.297 0.253
C -6.989 -3.642 -1.749 -1.336
C -6.427 -4.509 -0.622 0.393
C -5.492 -3.700 0.253 -0.742
O -4.363 -3.285 -0.481 -0.267
C -3.828 -2.040 -0.080 -0.630
N -7.565 -5.019 0.160 -0.717
H -7.522 -4.275 -2.455 0.332
H -6.219 -3.089 -2.291 0.310
H -7.615 -2.856 -1.315 0.320
H -5.866 -5.321 -1.089 0.310
H -5.159 -4.314 1.104 0.284
H -6.031 -2.851 0.695 0.384
H -2.944 -1.872 -0.691 -0.026
H -3.545 -2.067 0.975 0.425
H -4.541 -1.232 -0.271 0.382
H -7.988 -4.256 0.679 0.284
H -7.180 -5.667 0.844 0.284
C -0.158 -4.648 -0.009 -0.707
O -0.917 -3.795 -0.871 -0.562
H -0.772 -5.006 0.818 0.289
H 0.155 -5.560 -0.524 0.389
H 0.718 -4.085 0.293 0.205
H -1.490 -4.336 -1.422 0.273
C 1.940 3.152 -4.152 -0.010
O 1.670 4.556 -4.040 -0.604
H 1.731 2.641 -3.211 -0.268
H 1.414 2.708 -4.998 0.158
H 3.023 3.095 -4.311 0.318
H 1.100 4.734 -3.267 0.394
C -1.097 4.123 -2.162 -0.180
O -0.359 5.358 -2.232 -0.615
H -1.688 4.050 -1.245 0.318
H -1.787 4.040 -3.003 0.391
H -0.392 3.293 -2.190 -0.274
H -0.915 5.973 -2.720 0.290
C -1.189 -0.328 3.833 -0.023
O -1.342 -1.537 3.077 -0.543
H -0.158 0.012 3.685 -0.254
H -1.895 0.460 3.550 0.224
H -1.353 -0.586 4.878 0.351
H -1.046 -1.332 2.174 0.398
C 2.024 -4.493 -3.083 -0.093
O 3.019 -5.504 -3.015 -0.523
H 1.989 -4.111 -4.107 0.351
H 1.009 -4.817 -2.831 0.159
H 2.299 -3.713 -2.377 -0.145
H 2.881 -6.139 -3.721 0.285
C 5.009 -2.751 -0.280 -0.078
O 6.089 -1.949 -0.722 -0.531
H 4.738 -3.498 -1.028 0.245
H 5.215 -3.221 0.685 0.285
H 4.150 -2.109 -0.092 -0.225
H 6.749 -2.477 -1.174 0.292
C 4.275 0.598 -1.923 0.066
O 5.441 0.799 -1.138 -0.606
H 4.023 1.545 -2.401 0.099
H 4.464 -0.177 -2.674 0.290
H 3.418 0.326 -1.304 -0.209
H 5.751 -0.087 -0.871 0.355
C -1.955 0.672 -3.479 -0.697
O -0.672 1.143 -3.894 -0.327
H -2.255 1.195 -2.568 0.199
H -2.736 0.797 -4.234 0.448
H -1.864 -0.406 -3.287 0.216
H -0.703 1.260 -4.847 0.229
```

Properties
HOMO: -9.03 eV
E_tot: -1892.400417 Eh
2S+1: 1
SMILES string: COC[C@H](C)N.COC[C@H](C)N.CC(C)O.CC(C)O.CO.CO.CO.CO.CO.CO.CO.CO